[1]
3 unconnected molecules or ions with the total composition C12H18F6O8S at a distorted geometry, computed with wB97M-V/def2-TZVPD.

```
45
Properties=species:S:1:pos:R:3:forces:R:3:lowdin_charge:R:1
O 4.80322 -0.79443 -0.67469 -1.8 3.1 -5.5 -0.321
S 4.38959 -0.06669 -2.01239 4.5 -3.1 2.2 0.939
O 5.24442 -0.43081 -3.27389 -4.6 2.1 5.1 -0.280
O 2.70033 -0.29200 -2.05651 2.0 3.0 0.8 -0.180
C 2.22461 0.75686 -1.10894 -2.3 -0.1 1.5 -0.133
C 0.63363 0.90147 -1.48152 -1.8 -1.3 -0.7 -0.160
F 0.44708 1.13182 -2.94233 0.3 -0.3 5.1 0.036
F 0.02331 -0.45419 -1.21165 1.8 4.4 -0.9 0.007
F -0.12308 1.85485 -0.63091 2.7 -3.1 -3.2 0.042
C 3.17267 2.08945 -0.99418 1.7 -1.0 -0.9 -0.079
C 2.83071 3.43041 -1.87315 0.4 2.5 -0.7 -0.160
F 2.90174 3.17013 -3.33639 -0.6 0.9 5.0 0.039
F 1.55114 4.09521 -1.53628 4.3 -2.5 -1.3 0.039
F 3.91380 4.43914 -1.56966 -3.6 -3.3 -1.1 0.015
O 4.43702 1.62649 -1.65769 -1.4 -2.3 -0.8 -0.221
H 2.21154 0.35488 -0.00831 0.1 0.4 -2.2 0.171
H 3.54414 2.21069 0.13023 -1.7 0.5 -2.5 0.176
O 2.71105 2.12911 1.88853 -1.7 -0.3 0.9 0.048
C 1.77525 1.68443 2.55167 0.5 0.6 -0.2 -0.482
O 0.64315 2.40648 2.70541 0.8 0.0 -0.7 0.003
C -0.57250 1.90259 3.29103 -0.2 -0.1 0.3 -0.220
C -0.53830 2.03469 4.80100 0.2 0.0 0.2 -0.064
C 1.90880 0.37864 3.27817 -0.2 -0.6 -0.3 0.019
H -0.77528 0.88055 2.96025 0.1 0.1 0.0 0.119
H -1.38498 2.52196 2.89613 0.4 0.0 -0.1 0.128
H 0.27142 1.44401 5.23871 -0.1 0.0 0.0 0.068
H -1.48448 1.70167 5.23844 0.1 0.0 -0.1 0.086
H -0.36251 3.07480 5.09014 -0.1 -0.1 -0.1 0.086
H 2.41313 0.54849 4.23318 -0.1 0.0 -0.1 0.105
H 2.51171 -0.29860 2.66647 0.1 0.2 0.2 0.095
H 0.96043 -0.12933 3.44853 0.0 0.2 0.2 0.078
O -3.58997 -1.76149 0.71389 -0.3 -1.4 -1.8 0.070
C -3.83916 -2.33832 -0.34365 0.6 1.0 1.4 -0.505
O -3.42443 -3.60914 -0.54279 -0.1 0.0 0.5 -0.008
C -3.82699 -4.43408 -1.65278 0.1 0.1 -0.2 -0.229
C -2.94278 -4.18381 -2.85867 0.1 0.2 -0.1 -0.068
C -4.52279 -1.61274 -1.46476 -0.7 0.0 -0.1 0.004
H -4.88997 -4.30627 -1.87378 0.1 0.1 0.0 0.113
H -3.70193 -5.47226 -1.32687 0.0 0.3 0.2 0.124
H -3.02295 -3.15101 -3.20945 -0.1 -0.1 0.0 0.068
H -3.21634 -4.85065 -3.68208 0.0 0.1 0.1 0.083
H -1.89220 -4.35022 -2.60387 -0.2 -0.1 0.0 0.085
H -3.78005 -1.04438 -2.03094 -0.1 -0.1 0.1 0.098
H -5.25554 -0.92318 -1.03590 0.3 0.0 0.0 0.094
H -5.07762 -2.26518 -2.13777 0.2 0.0 -0.1 0.070
```
Forces are in eV/Å.

Computed properties:
Structure (SMILES)   O=S1(=O)O[C@@H](C(F)(F)F)[C@@H](C(F)(F)F)O1.CCOC(C)=O.CCOC(C)=O

=====

[2]
A gas-phase ion, C6H5Cl2O4S (charge -1) at a distorted geometry, computed with wB97M-V/def2-TZVPD.

```
18
Properties=species:S:1:pos:R:3:forces:R:3:lowdin_charge:R:1
C 0.50950 -0.87750 -1.74158 -0.2 -0.4 -0.1 -0.131
C -0.30142 -1.53909 -0.90463 0.0 0.1 -0.4 -0.140
C 1.43883 0.17614 -1.39988 0.0 0.1 0.1 -0.216
C -0.35717 -1.31846 0.52153 -0.1 -0.4 0.6 -0.653
C -1.50320 -1.11725 1.18478 0.1 -0.4 0.0 -0.263
C 1.29107 1.11157 -0.45970 -0.7 0.4 -0.3 -0.777
O -1.32422 1.16925 -0.27174 0.0 0.2 0.1 -0.326
O -0.06285 1.37228 1.82595 0.0 0.3 -0.2 -0.397
O -0.05195 3.18302 0.20637 0.0 -0.2 0.2 -0.380
O -1.61859 -0.60430 2.41238 0.1 0.1 0.1 -0.025
S -0.19192 1.75609 0.41441 -0.4 0.7 -0.5 0.389
Cl 1.15083 -1.11961 1.35780 0.4 -0.7 0.5 0.760
Cl 2.55761 2.21734 -0.19838 1.3 0.4 0.1 0.680
H 0.51489 -1.15100 -2.79023 -0.1 -0.1 0.0 0.093
H -1.00873 -2.25750 -1.30421 0.0 0.0 -0.1 0.106
H 2.35809 0.18913 -1.98596 0.0 0.1 0.2 0.097
H -2.44528 -1.34492 0.69159 0.1 0.1 -0.1 0.131
H -0.95551 0.15480 2.44150 -0.2 -0.3 -0.1 0.051
```
Forces are in eV/Å.

Computed properties:
Structure (SMILES)   O=S(=O)([O-])\C(Cl)=C/C=C\C(Cl)=C\O
Total charge   -1

=====

[3]
3 unconnected molecules or ions with the total composition C5H14O3 at a distorted geometry, computed with wB97M-V/def2-TZVPD.

```
22
Properties=species:S:1:pos:R:3:forces:R:3:lowdin_charge:R:1
O -0.59017 -3.00929 -0.91771 -0.1 0.1 0.8 0.051
C -0.61719 -2.22387 -1.82359 0.9 -0.1 -1.5 -0.269
C -0.91423 -0.75700 -1.72395 -0.9 -0.2 1.2 -0.139
C -0.24048 -0.08575 -0.52460 -0.4 -0.3 0.9 -0.436
C 1.23312 0.11711 -0.62864 3.1 0.3 -1.7 -0.108
C -0.97811 1.25116 -0.15235 1.7 -1.8 -1.2 -0.045
H -0.39327 -2.61664 -2.83874 -0.2 0.1 -0.1 0.122
H -0.87721 -0.17202 -2.63959 0.3 -0.3 -0.2 0.119
H -1.98336 -0.83631 -1.44235 0.1 0.4 -0.2 0.136
H -0.35928 -0.82576 0.27676 -0.2 0.3 0.2 0.127
H 1.89158 -0.69059 -1.00906 -1.0 -0.5 0.1 0.083
H 1.84742 0.39078 0.23574 -1.0 0.1 0.6 0.082
H 1.55813 0.87386 -1.36393 -0.7 0.3 0.0 0.082
H -1.85895 0.93028 0.38624 -0.2 0.9 0.3 0.078
H -0.19727 1.84081 0.31748 -0.6 0.3 0.8 0.069
H -1.16935 1.74208 -1.10292 -0.6 0.2 0.0 0.072
H -0.02544 6.22356 2.17778 0.1 0.6 1.1 0.051
H -0.06723 6.23251 3.74609 0.0 -0.2 -0.2 0.026
O 0.04557 6.79761 2.97670 0.0 -0.4 -1.0 -0.078
H 1.07523 -3.47559 0.81119 -0.6 0.8 0.4 0.013
H 2.21848 -3.86566 1.56968 -0.1 0.8 0.8 0.047
O 1.51827 -3.17823 1.62953 0.7 -1.5 -1.2 -0.085
```
Forces are in eV/Å.

Computed properties:
Structure (SMILES)   CC(C)CC=O.O.O
ΔE to the lowest compared entry with this formula, charge and spin   15.3 kcal/mol

=====

Calculated DFT total energy (Eh), listed in the same order as above: -2067.14768, -1851.18636, -424.58190
Calculated HOMO level (eV), listed in the same order as above: -10.36, -4.60, -9.98
Calculated orbital gap (eV), listed in the same order as above: 9.881, 7.939, 10.624